Record 1
A structure of composition C5H6O in a non-equilibrium geometry, computed with ωB97M-V/def2-TZVPD.

- relative energy (zero: lowest compared OMol25 entry of this formula, charge and spin) (kJ/mol) = 360.2

Geometry (Å):
C 1.754 -0.735 -1.839
C 1.082 -0.350 -0.657
C 0.352 -0.149 0.294
C -0.418 0.502 1.300
O 0.104 1.145 2.191
C -1.885 0.316 1.202
H 1.222 -1.025 -2.760
H 1.981 0.569 -1.486
H 2.811 -1.002 -1.825
H -2.305 0.204 0.187
H -2.223 -0.599 1.724
H -2.474 1.124 1.667

Atomic forces in eV per Å
C 1.552 3.730 0.434
C -1.235 -2.433 1.049
C 0.461 0.247 -0.439
C 0.257 0.396 0.491
O -0.118 -0.098 0.023
C -2.298 -0.180 -0.036
H 0.074 0.666 0.615
H -0.127 -2.043 -2.640
H -0.361 -0.463 0.420
H 0.651 0.037 0.175
H 0.509 0.220 -0.099
H 0.635 -0.079 0.007

---

Record 2
A structure of composition C5H6O, computed with ωB97M-V/def2-TZVPD.

- relative energy (zero: lowest compared OMol25 entry of this formula, charge and spin) (kJ/mol) = 275.6

Geometry (Å):
C 0.337 -0.338 2.424
C -0.234 -0.508 1.378
C -0.727 -0.604 -0.006
C -0.558 0.742 -0.741
C 0.788 0.125 -1.136
O 0.286 -1.193 -0.843
H 0.869 -0.184 3.336
H -1.685 -1.128 -0.085
H -1.240 0.824 -1.591
H -0.571 1.651 -0.138
H 1.589 0.395 -0.435
H 1.145 0.218 -2.164

Atomic forces in eV per Å
C -0.233 -0.076 -0.371
C 0.253 0.090 0.468
C -0.226 -0.046 0.188
C -0.065 0.140 -0.040
C 0.268 0.256 -0.200
O 0.068 -0.149 0.007
H -0.175 -0.071 -0.080
H 0.186 0.094 0.075
H 0.093 -0.026 0.142
H 0.036 -0.155 -0.097
H -0.093 -0.036 -0.162
H -0.112 -0.021 0.071

---

Record 3
The molecule C5H6O in a non-equilibrium geometry, computed with ωB97M-V/def2-TZVPD.

- SMILES = C=C1C=COC1
- relative energy (zero: lowest compared OMol25 entry of this formula, charge and spin) (kJ/mol) = 277.3

Geometry (Å):
C -1.757 -0.203 -0.290
C -0.398 -0.131 -0.338
C 0.787 -0.925 -0.606
C 1.735 -0.401 0.210
O 1.393 0.734 0.877
C 0.063 1.046 0.401
H -2.415 -0.540 -1.071
H -2.202 -0.073 0.699
H 0.835 -1.907 -1.062
H 2.717 -0.797 0.461
H -0.917 1.255 0.935
H 0.160 1.944 -0.217

Atomic forces in eV per Å
C -0.114 -0.868 -0.436
C -0.332 0.046 -0.042
C -0.010 0.216 -0.134
C -0.142 -0.003 -0.092
O -0.324 -0.147 0.418
C -0.501 0.184 -0.018
H 0.036 -0.976 -0.030
H -0.168 1.026 -0.551
H 0.076 0.304 -0.097
H -0.300 0.124 -0.078
H 1.657 0.381 1.369
H 0.121 -0.286 -0.309

---

Record 4
The molecule C5H6O, computed with ωB97M-V/def2-TZVPD.

- SMILES = CCC#CC=O
- relative energy (zero: lowest compared OMol25 entry of this formula, charge and spin) (kJ/mol) = 170.9

Geometry (Å):
C -1.869 0.409 -0.305
C -0.958 -0.784 0.016
C 0.434 -0.377 0.218
C 1.560 0.014 0.416
C 2.907 0.480 0.688
O 3.156 1.550 1.197
H -1.698 1.221 0.408
H -1.676 0.791 -1.312
H -2.919 0.110 -0.242
H -1.010 -1.534 -0.783
H -1.300 -1.282 0.932
H 3.714 -0.221 0.402

Atomic forces in eV per Å
C -0.065 0.067 -0.005
C 0.008 -0.059 0.008
C 0.465 0.120 0.067
C -0.503 -0.098 -0.046
C 0.068 0.258 0.144
O -0.095 -0.453 -0.233
H -0.049 -0.125 -0.105
H -0.002 -0.047 0.183
H 0.157 0.033 -0.053
H 0.030 0.115 0.133
H 0.087 0.087 -0.124
H -0.100 0.101 0.030